No. 1
Molecular formula: C52H55Cl2F7O3
Method: DFT, ωB97M-V/def2-TZVPD

LUMO level = 0.346 eV
Spin multiplicity = 1
SMILES = Fc1ccccc1.Fc1ccccc1.Fc1ccccc1.Fc1ccccc1.Fc1ccccc1.Fc1ccccc1.Fc1ccccc1.CC(C)=O.CC(C)=O.CC(C)=O.ClCCl
Net charge = 0
Strongest force on any atom = 0.04526 Eh/bohr
Orbital gap = 9.5984 eV

Structure (XYZ):
```
119
C52H55Cl2F7O3 ωB97M-V/def2-TZVPD
F -0.91 0.18 -4.36
C -1.74 0.88 -5.15
C -1.69 0.77 -6.53
C -2.50 1.56 -7.31
C -3.33 2.51 -6.71
C -3.39 2.64 -5.33
C -2.56 1.82 -4.57
H -1.00 0.07 -7.00
H -2.47 1.42 -8.38
H -3.89 3.16 -7.37
H -4.00 3.40 -4.89
H -2.53 1.92 -3.49
F 3.58 6.51 -3.60
C 3.04 5.29 -3.58
C 3.14 4.58 -2.39
C 2.48 3.39 -2.21
C 1.79 2.86 -3.30
C 1.75 3.54 -4.51
C 2.36 4.78 -4.65
H 3.73 5.01 -1.58
H 2.55 2.85 -1.28
H 1.23 1.93 -3.26
H 1.26 3.05 -5.33
H 2.18 5.40 -5.52
F -2.08 -1.80 1.24
C -1.08 -1.12 0.62
C 0.24 -1.44 0.90
C 1.20 -0.70 0.22
C 0.90 0.39 -0.59
C -0.44 0.66 -0.87
C -1.42 -0.12 -0.27
H 0.51 -2.25 1.56
H 2.26 -0.94 0.20
H 1.70 0.84 -1.16
H -0.76 1.48 -1.51
H -2.44 0.06 -0.57
F 1.08 4.04 5.92
C 1.37 3.02 5.07
C 0.67 2.95 3.88
C 0.95 1.94 2.98
C 1.87 0.95 3.32
C 2.56 1.02 4.53
C 2.27 2.04 5.44
H -0.01 3.76 3.60
H 0.43 1.84 2.03
H 2.04 0.10 2.68
H 3.35 0.34 4.82
H 2.66 2.18 6.44
F 5.61 -0.69 -0.25
C 4.83 -1.58 0.38
C 4.39 -2.71 -0.27
C 3.53 -3.61 0.36
C 3.12 -3.32 1.65
C 3.55 -2.18 2.31
C 4.38 -1.28 1.66
H 4.76 -2.99 -1.25
H 3.13 -4.46 -0.18
H 2.48 -4.01 2.19
H 3.25 -1.95 3.32
H 4.68 -0.35 2.12
F 3.52 1.48 0.82
C 4.21 2.61 1.07
C 5.17 3.05 0.17
C 5.90 4.18 0.49
C 5.59 4.88 1.64
C 4.52 4.52 2.47
C 3.83 3.36 2.16
H 5.25 2.40 -0.70
H 6.71 4.51 -0.14
H 6.04 5.83 1.90
H 4.34 5.10 3.36
H 2.93 3.05 2.69
F 1.05 -5.93 2.62
C -0.29 -6.14 2.50
C -1.15 -5.12 2.85
C -2.52 -5.29 2.67
C -3.00 -6.54 2.32
C -2.12 -7.59 2.06
C -0.76 -7.39 2.12
H -0.78 -4.15 3.16
H -3.21 -4.51 2.96
H -4.07 -6.75 2.27
H -2.51 -8.56 1.79
H -0.08 -8.21 1.92
C 1.22 -3.57 -2.37
Cl -0.49 -3.20 -2.09
Cl 1.53 -5.28 -2.29
H 1.56 -3.15 -3.32
H 1.73 -3.03 -1.57
C -5.70 -0.99 2.18
C -5.03 -0.11 3.21
O -5.60 0.14 4.24
C -3.64 0.41 2.95
H -6.37 -1.68 2.69
H -4.97 -1.60 1.65
H -6.26 -0.38 1.47
H -3.64 1.43 3.36
H -3.36 0.45 1.90
H -2.98 -0.18 3.58
C -2.95 3.12 0.24
C -3.16 4.22 -0.75
O -3.33 3.95 -1.90
C -3.13 5.64 -0.29
H -3.39 2.20 -0.13
H -3.31 3.40 1.23
H -1.88 2.90 0.37
H -2.53 6.31 -0.91
H -2.74 5.84 0.71
H -4.15 6.02 -0.37
C -3.83 -4.15 -0.60
C -3.32 -5.26 -1.49
O -3.91 -5.54 -2.48
C -2.15 -6.05 -0.96
H -3.16 -3.30 -0.72
H -3.89 -4.43 0.45
H -4.82 -3.85 -0.94
H -1.25 -5.67 -1.44
H -2.29 -7.12 -1.09
H -1.96 -5.90 0.11
```

Atom charges from the Löwdin analysis, given in e for atoms 1 to 5:
1. F 0.049
2. C -0.292
3. C -0.030
4. C -0.090
5. C -0.098

=====

No. 2
Molecular formula: C52H56ClN4O5P2SSnTe
Method: DFT, ωB97M-V/def2-TZVPD

LUMO level (spin up / spin down) = 0.194 / -1.067 eV
Spin multiplicity = 2
Net charge = 0
Strongest force on any atom = 0.00492 Eh/bohr
Orbital gap (spin up / spin down) = 7.2912 / 6.6797 eV
⟨S²⟩ = 0.76

Structure (XYZ):
```
123
C52H56ClN4O5P2SSnTe ωB97M-V/def2-TZVPD
Sn 0.26 -1.20 1.77
C 0.02 -5.54 -1.38
N 0.26 -4.36 -0.53
P -0.95 -3.82 0.55
C -1.42 -5.32 1.47
C -0.94 -5.43 2.77
C -1.20 -6.56 3.53
C -1.96 -7.59 3.00
C -2.45 -7.49 1.70
C -2.18 -6.37 0.94
C -2.40 -3.51 -0.51
C -3.69 -3.66 -0.01
C -4.78 -3.27 -0.76
C -4.60 -2.71 -2.02
C -3.32 -2.55 -2.52
C -2.22 -2.94 -1.77
P 1.77 -3.59 -0.38
C 2.89 -5.04 -0.43
C 3.81 -5.29 -1.44
C 4.63 -6.42 -1.38
C 4.53 -7.30 -0.31
C 3.61 -7.05 0.70
C 2.80 -5.93 0.64
C 2.12 -2.81 -2.00
C 1.49 -3.13 -3.20
C 1.81 -2.45 -4.37
C 2.79 -1.46 -4.35
C 3.42 -1.14 -3.16
C 3.09 -1.81 -1.99
H -0.19 -6.42 -0.76
H 0.90 -5.75 -1.97
H -0.83 -5.37 -2.05
H -0.35 -4.62 3.19
H -0.82 -6.63 4.54
H -2.17 -8.47 3.59
H -3.04 -8.30 1.29
H -2.58 -6.29 -0.06
H -3.84 -4.07 0.98
H -5.78 -3.39 -0.36
H -5.46 -2.41 -2.61
H -3.17 -2.09 -3.49
H -1.22 -2.77 -2.14
H 3.90 -4.62 -2.28
H 5.35 -6.60 -2.17
H 5.17 -8.17 -0.26
H 3.53 -7.73 1.54
H 2.09 -5.73 1.44
H 0.73 -3.90 -3.23
H 1.31 -2.70 -5.29
H 3.04 -0.93 -5.26
H 4.18 -0.36 -3.14
H 3.57 -1.54 -1.06
C -4.18 2.16 2.07
N -3.77 0.77 2.00
C -2.79 0.23 2.73
N -2.17 0.98 3.62
S -2.43 -1.43 2.52
H -4.96 2.33 1.32
H -3.35 2.83 1.84
H -4.59 2.41 3.05
H -4.18 0.16 1.31
H -2.26 1.98 3.60
H -1.32 0.63 4.05
O 2.79 1.93 4.28
Cl 2.06 0.82 3.74
O 0.62 1.11 3.81
O 2.32 -0.39 4.46
O 2.39 0.64 2.34
C -2.45 8.87 -0.88
C -1.94 7.53 -0.42
C -1.11 6.76 -1.22
C -0.62 5.52 -0.80
C 0.26 4.75 -1.73
C -0.96 5.05 0.48
Te -0.37 3.06 1.16
N -0.51 0.74 0.73
C -0.60 0.09 -0.39
O -0.19 -1.15 -0.41
C -1.13 0.62 -1.67
C -0.60 0.15 -2.87
C -1.07 0.64 -4.08
C -2.09 1.59 -4.10
C -2.64 2.04 -2.91
C -2.16 1.56 -1.70
C 1.72 3.40 1.04
C 2.26 4.23 2.03
C 1.44 4.85 3.13
C 3.63 4.48 2.00
C 4.46 3.92 1.05
C 5.94 4.20 1.04
C 3.89 3.09 0.09
C 2.54 2.80 0.07
C 2.03 1.82 -0.95
C -1.81 5.81 1.30
C -2.25 5.41 2.69
C -2.28 7.03 0.83
H -2.20 9.04 -1.92
H -2.01 9.67 -0.29
H -3.53 8.93 -0.77
H -0.83 7.12 -2.20
H 0.40 5.29 -2.67
H -0.17 3.77 -1.97
H 1.25 4.57 -1.30
H 0.19 -0.58 -2.84
H -0.63 0.29 -5.01
H -2.46 1.97 -5.04
H -3.44 2.77 -2.92
H -2.58 1.91 -0.76
H 0.88 4.08 3.67
H 0.72 5.57 2.73
H 2.08 5.35 3.84
H 4.05 5.12 2.77
H 6.23 4.77 1.92
H 6.23 4.76 0.15
H 6.50 3.27 1.05
H 4.53 2.62 -0.65
H 2.69 1.81 -1.82
H 1.03 2.05 -1.29
H 2.01 0.81 -0.52
H -1.83 4.46 3.02
H -3.34 5.34 2.74
H -1.94 6.16 3.41
H -2.93 7.62 1.48
```

Atom charges from the Löwdin analysis, given in e for atoms 1 to 5:
1. Sn 1.096
2. C -0.139
3. N -0.515
4. P 0.900
5. C -0.357

=====

No. 3
Molecular formula: C52H59BN6O15
Method: DFT, ωB97M-V/def2-TZVPD

LUMO level = -1.271 eV
Spin multiplicity = 1
SMILES = CCOB(O)C1=C(CCCCCCCCCCCCn2cccc2)C(=O)OC1=O.O=[N+]([O-])c1ccccc1.O=[N+]([O-])c1ccccc1.O=[N+]([O-])c1ccccc1.O=[N+]([O-])c1ccccc1.O=[N+]([O-])c1ccccc1
Net charge = 0
Strongest force on any atom = 0.12117 Eh/bohr
Orbital gap = 6.2511 eV

Structure (XYZ):
```
133
C52H59BN6O15 ωB97M-V/def2-TZVPD
C 4.61 -3.34 4.39
C 3.41 -2.76 3.46
O 3.22 -3.51 2.22
B 3.81 -2.87 1.09
O 4.79 -1.80 1.12
C 3.39 -3.42 -0.41
C 2.18 -4.00 -0.86
C 0.87 -4.30 -0.01
C -0.03 -2.99 0.30
C -1.56 -3.49 0.42
C -2.45 -2.61 1.43
C -3.41 -1.64 0.56
C -4.32 -0.65 1.44
C -3.53 0.55 2.16
C -2.07 0.87 1.57
C -2.08 1.58 0.11
C -0.80 2.58 0.03
C 0.61 1.75 0.09
C 1.59 2.45 1.20
N 2.93 2.58 0.53
C 3.40 3.56 -0.45
C 4.86 3.13 -0.74
C 5.24 1.87 0.15
C 3.90 1.57 0.92
C 2.41 -4.35 -2.43
O 1.55 -4.89 -3.18
O 3.76 -3.96 -2.72
C 4.44 -3.30 -1.63
O 5.56 -2.74 -1.65
H 4.17 -3.84 5.34
H 5.30 -2.50 4.78
H 5.24 -4.13 3.88
H 2.44 -2.93 4.08
H 3.50 -1.63 3.33
H 5.66 -2.25 1.06
H 1.07 -4.89 0.95
H 0.21 -5.00 -0.66
H 0.03 -2.19 -0.51
H 0.28 -2.49 1.30
H -1.51 -4.56 0.88
H -2.12 -3.52 -0.59
H -3.17 -3.34 1.98
H -1.85 -2.07 2.25
H -2.74 -1.11 -0.21
H -4.10 -2.34 -0.05
H -4.80 -1.28 2.28
H -5.18 -0.29 0.76
H -4.16 1.51 2.00
H -3.41 0.33 3.28
H -1.53 1.59 2.29
H -1.38 -0.06 1.50
H -2.00 0.83 -0.75
H -3.04 2.22 0.04
H -0.85 3.42 0.80
H -0.84 3.06 -1.02
H 0.41 0.66 0.42
H 1.14 1.79 -0.92
H 1.76 1.78 2.11
H 1.24 3.50 1.50
H 2.77 4.42 -0.86
H 5.59 3.64 -1.47
H 6.24 1.31 0.19
H 3.71 0.72 1.67
C -6.04 5.17 -3.77
C -4.85 5.50 -4.41
C -3.73 4.69 -4.26
C -3.81 3.55 -3.46
C -5.00 3.22 -2.81
C -6.12 4.03 -2.96
N -2.64 2.68 -3.31
O -1.61 3.01 -3.88
O -2.76 1.67 -2.63
H -6.91 5.80 -3.89
H -4.80 6.38 -5.03
H -2.81 4.95 -4.76
H -5.07 2.33 -2.18
H -7.04 3.78 -2.46
C -3.48 -3.08 7.99
C -2.68 -3.88 7.19
C -1.96 -3.33 6.13
C -2.05 -1.96 5.89
C -2.86 -1.14 6.68
C -3.58 -1.71 7.73
N -1.28 -1.37 4.80
O -0.60 -2.11 4.11
O -1.36 -0.16 4.63
H -4.04 -3.51 8.81
H -2.61 -4.95 7.39
H -1.34 -3.97 5.52
H -2.94 -0.08 6.50
H -4.21 -1.09 8.36
C 1.84 -2.88 -5.18
C 0.98 -1.82 -5.44
C 1.28 -0.90 -6.44
C 2.46 -1.06 -7.18
C 3.32 -2.12 -6.92
C 3.01 -3.03 -5.91
N 2.77 -0.11 -8.25
O 1.99 0.82 -8.43
O 3.79 -0.30 -8.90
H 1.59 -3.60 -4.40
H 0.06 -1.70 -4.86
H 0.61 -0.07 -6.63
H 4.24 -2.25 -7.48
H 3.68 -3.86 -5.71
C 1.26 0.91 11.40
C 0.15 0.06 11.43
C 0.03 -0.96 10.48
C 1.03 -1.11 9.52
C 2.13 -0.26 9.48
C 2.24 0.75 10.43
N 0.92 -2.19 8.53
O -0.07 -2.91 8.58
O 1.83 -2.32 7.72
H 1.35 1.69 12.15
H -0.61 0.18 12.18
H -0.83 -1.61 10.51
H 2.91 -0.38 8.73
H 3.10 1.42 10.42
C 0.83 2.64 -10.23
C 1.02 3.57 -9.21
C 0.25 4.72 -9.17
C -0.71 4.94 -10.16
C -0.90 4.02 -11.18
C -0.12 2.86 -11.22
N -1.54 6.14 -10.10
O -1.34 6.94 -9.20
O -2.40 6.28 -10.97
H 1.43 1.73 -10.26
H 1.77 3.39 -8.45
H 0.41 5.44 -8.37
H -1.65 4.18 -11.96
H -0.27 2.14 -12.01
```

Atom charges from the Löwdin analysis, given in e for atoms 1 to 5:
1. C -0.075
2. C -0.214
3. O 0.012
4. B -0.443
5. O 0.081